ILi as an isolated structure. Source: the Open Molecules 2025 dataset; level of theory: ωB97M-V/def2-TZVPD.

The spin multiplicity is 1. Its charge is 0. The energy above the lowest of the compared OMol25 structures with the same formula, charge and spin is 1.605 eV. As for the highest occupied orbital energy: -9.13 eV. For the LUMO energy, the calculation gives -0.65 eV. Its frontier orbital gap is 8.5 eV. The maximum force is 0.16246 hartree/bohr. The molar mass comes out at 133.84 g/mol.

Geometry as XYZ:
```
2
ILi ωB97M-V/def2-TZVPD
Li -4.59 -5.76 19.08
I -5.34 -6.99 17.90
```

---

A 2-piece molecular cluster, C5H14 overall. Source: the Open Molecules 2025 dataset; level of theory: ωB97M-V/def2-TZVPD.

The spin multiplicity is 1. Its charge is 0. Its SMILES is CCC.CC. The energy above the lowest of the compared OMol25 structures with the same formula, charge and spin is 2.829 eV. As for the highest occupied orbital energy: -10.70 eV. For the LUMO energy, the calculation gives 1.12 eV. Its frontier orbital gap is 11.8 eV. The maximum force is 0.10688 hartree/bohr. The molar mass comes out at 74.17 g/mol.

Geometry as XYZ:
```
19
C5H14 ωB97M-V/def2-TZVPD
C -1.13 0.62 0.58
C -2.04 1.17 -0.49
C -2.06 0.08 -1.63
H -1.01 1.23 1.60
H -1.45 -0.22 1.19
H -0.30 0.24 0.17
H -1.63 2.04 -0.88
H -2.95 1.23 0.02
H -1.16 -0.33 -1.68
H -2.19 0.22 -2.77
H -2.98 -0.46 -1.46
C 2.73 -0.76 1.28
C 1.93 -0.77 0.02
H 2.79 0.20 1.83
H 2.37 -1.52 2.08
H 3.69 -0.91 0.93
H 1.26 0.22 0.02
H 2.72 -0.62 -0.70
H 1.41 -1.65 -0.09
```

---

C26H25IMnN3O2S3 as an isolated structure. Source: the Open Molecules 2025 dataset; level of theory: ωB97M-V/def2-TZVPD.

The spin multiplicity is 5. Its expectation value of S² is 6.30. Its charge is 0. The energy above the lowest of the compared OMol25 structures with the same formula, charge and spin is 1.577 eV. As for the highest occupied orbital energy (spin up / spin down): -6.97 / -7.24 eV. For the LUMO energy (spin up / spin down), the calculation gives -1.93 / -0.08 eV. Its frontier orbital gap (spin up / spin down) is 5.0 / 7.2 eV. The maximum force is 0.01981 hartree/bohr. The molar mass comes out at 689.55 g/mol.

Geometry as XYZ:
```
61
C26H25IMnN3O2S3 ωB97M-V/def2-TZVPD
Mn -0.06 -0.14 0.90
C 0.54 2.72 -0.61
N 1.17 1.39 -0.64
C 1.19 0.85 -2.01
C 1.53 -0.64 -2.00
N 0.48 -1.42 -1.35
C -0.58 -1.74 -2.32
C 0.91 -2.66 -0.73
C 2.09 -3.32 -1.04
C 2.44 -4.49 -0.38
C 1.60 -5.04 0.57
C 0.40 -4.43 0.85
C 0.05 -3.24 0.22
S -1.44 -2.45 0.65
C 2.55 1.48 -0.16
C 3.42 2.42 -0.69
C 4.73 2.51 -0.25
C 5.19 1.63 0.71
C 4.35 0.66 1.22
C 3.02 0.57 0.79
S 2.03 -0.72 1.42
H 0.98 3.40 -1.34
H 0.65 3.14 0.39
H -0.53 2.63 -0.83
H 1.95 1.37 -2.62
H 0.22 1.02 -2.47
H 2.46 -0.77 -1.44
H 1.69 -0.97 -3.04
H -0.18 -2.39 -3.12
H -0.98 -0.84 -2.77
H -1.39 -2.26 -1.82
H 2.77 -2.91 -1.77
H 3.38 -4.97 -0.62
H 1.89 -5.94 1.10
H -0.27 -4.84 1.59
H 3.09 3.10 -1.46
H 5.39 3.26 -0.67
H 6.22 1.69 1.06
H 4.69 -0.06 1.94
S -4.42 0.86 0.96
C -3.80 1.17 -0.61
C -2.47 0.91 -0.65
N -1.94 0.48 0.53
C -2.85 0.41 1.46
H -4.42 1.52 -1.41
H -1.85 1.00 -1.52
H -2.67 0.04 2.45
I 0.34 1.39 9.72
C 0.08 1.13 7.63
C -0.06 -0.15 7.13
C -0.17 -0.32 5.76
C -0.14 0.78 4.91
C -0.03 2.06 5.44
C 0.08 2.24 6.81
C -0.21 0.55 3.43
O -0.48 -0.61 3.04
O -0.01 1.48 2.62
H -0.07 -1.01 7.78
H -0.28 -1.30 5.33
H -0.02 2.91 4.77
H 0.17 3.23 7.22
```

---

One molecule with the formula C7H14N2O2. Source: the Open Molecules 2025 dataset; level of theory: ωB97M-V/def2-TZVPD.

The spin multiplicity is 1. Its charge is 0. The energy above the lowest of the compared OMol25 structures with the same formula, charge and spin is 6.645 eV. As for the highest occupied orbital energy (spin up / spin down): -7.89 / -7.89 eV. For the LUMO energy (spin up / spin down), the calculation gives 0.41 / 0.41 eV. Its frontier orbital gap (spin up / spin down) is 8.3 / 8.3 eV. The maximum force is 0.08272 hartree/bohr. The molar mass comes out at 158.20 g/mol.

Geometry as XYZ:
```
25
C7H14N2O2 ωB97M-V/def2-TZVPD
C 1.37 0.06 1.21
C 0.71 0.48 -1.06
C -0.64 1.08 -0.53
C -1.46 0.09 0.24
C 2.21 -0.42 2.31
C -1.32 1.44 -1.86
C -1.77 -1.35 -0.30
N 1.52 0.00 0.00
N -1.07 0.25 1.66
O -1.25 -0.71 2.45
O 2.78 -0.66 -0.79
H 0.42 -0.34 -1.70
H 1.33 1.27 -1.49
H -0.35 1.98 -0.03
H -2.44 0.57 0.33
H 3.35 -0.49 2.06
H 1.86 -1.32 2.69
H 2.19 0.32 3.03
H -1.46 0.49 -2.49
H -0.89 2.33 -2.32
H -2.45 1.58 -1.69
H -2.61 -1.91 0.14
H -1.01 -2.03 -0.09
H -1.88 -1.19 -1.41
H 2.85 -1.52 -0.36
```

---

An isolated ion of composition C12H16BrN2 and charge +1. Source: the Open Molecules 2025 dataset; level of theory: ωB97M-V/def2-TZVPD.

The spin multiplicity is 1. Its charge is +1. The energy above the lowest of the compared OMol25 structures with the same formula, charge and spin is 5.416 eV. As for the highest occupied orbital energy: -12.09 eV. For the LUMO energy, the calculation gives -5.50 eV. Its frontier orbital gap is 6.6 eV. The maximum force is 0.10296 hartree/bohr. The molar mass comes out at 268.18 g/mol.

Geometry as XYZ:
```
31
C12H16BrN2 ωB97M-V/def2-TZVPD
C -2.24 -3.30 0.03
C -0.85 -3.42 -0.03
C -2.82 -2.02 0.09
C -0.11 -2.29 0.13
C -1.99 -0.86 0.22
C -0.59 -1.02 0.36
C -1.30 2.00 1.19
C -2.61 0.35 0.34
C 0.41 0.09 0.56
C -0.38 0.92 -1.78
C 1.42 2.23 -0.62
C 0.80 0.83 -0.80
N 1.59 -0.40 1.25
N -0.28 0.98 1.57
Br -4.28 0.76 0.00
H -2.74 -4.27 0.01
H -0.26 -4.27 -0.19
H -3.91 -1.75 0.10
H 0.89 -2.51 0.16
H -1.96 2.13 2.01
H -0.56 1.86 -2.27
H -1.35 0.74 -1.42
H -0.17 0.14 -2.61
H 0.55 2.90 -0.53
H 2.09 2.32 -1.39
H 2.09 2.21 0.21
H 1.65 0.13 -1.02
H 1.45 -0.70 2.19
H 2.12 -1.18 0.78
H 0.52 1.36 2.08
H -0.66 0.32 2.26
```

---

C23H48F6N11O4OsS2 as an isolated structure. Source: the Open Molecules 2025 dataset; level of theory: ωB97M-V/def2-TZVPD.

The spin multiplicity is 5. Its expectation value of S² is 6.02. Its charge is +3. As for the highest occupied orbital energy (spin up / spin down): -17.11 / -17.21 eV. For the LUMO energy (spin up / spin down), the calculation gives -8.71 / -10.98 eV. Its frontier orbital gap (spin up / spin down) is 8.4 / 6.2 eV. The maximum force is 0.02020 hartree/bohr. The molar mass comes out at 911.06 g/mol.

Geometry as XYZ:
```
95
C23H48F6N11O4OsS2 ωB97M-V/def2-TZVPD
Os -0.29 0.65 -0.71
C -5.75 -0.02 0.27
N -4.54 0.83 0.33
C -4.80 2.14 0.96
C -3.37 0.36 -0.10
N -2.36 1.08 -0.63
C -2.66 2.43 -1.16
C -1.41 3.07 -1.70
N -0.29 2.80 -0.75
C -0.49 3.47 0.57
C -0.87 2.48 1.64
N -0.05 1.29 1.52
C 0.62 0.85 2.59
N 0.89 1.67 3.63
C 0.61 1.27 5.01
C 1.44 3.01 3.44
N 1.04 -0.41 2.71
C 0.46 -1.52 1.97
C 2.13 -0.79 3.62
C 1.03 3.21 -1.34
C 2.08 2.26 -0.82
N 1.61 0.92 -1.25
C 2.55 0.18 -2.00
N 3.73 -0.02 -1.44
C 3.88 -0.18 0.01
C 5.00 -0.06 -2.20
N 2.29 -0.17 -3.25
C 1.23 0.49 -4.04
C 3.04 -1.25 -3.93
N -3.20 -0.99 0.00
C -3.57 -1.69 1.23
C -3.16 -1.81 -1.22
H -6.56 0.58 -0.14
H -5.60 -0.87 -0.38
H -6.04 -0.35 1.26
H -5.65 2.01 1.63
H -3.96 2.47 1.57
H -5.08 2.91 0.23
H -3.39 2.37 -1.97
H -3.07 3.08 -0.40
H -1.14 2.67 -2.68
H -1.56 4.15 -1.81
H 0.44 3.95 0.85
H -1.25 4.24 0.47
H -0.77 2.97 2.61
H -1.92 2.19 1.54
H 0.08 0.32 5.04
H 1.52 1.19 5.61
H -0.02 2.03 5.48
H 1.67 3.18 2.39
H 0.77 3.79 3.80
H 2.38 3.10 4.00
H 1.16 -1.90 1.22
H 0.24 -2.34 2.65
H -0.47 -1.22 1.49
H 2.78 0.06 3.81
H 1.76 -1.18 4.57
H 2.71 -1.58 3.14
H 0.97 3.11 -2.42
H 1.26 4.24 -1.10
H 3.04 2.51 -1.26
H 2.16 2.31 0.27
H 2.90 -0.33 0.48
H 4.50 -1.05 0.20
H 4.37 0.69 0.45
H 4.88 0.39 -3.18
H 5.73 0.54 -1.65
H 5.39 -1.07 -2.29
H 1.54 1.49 -4.34
H 1.06 -0.09 -4.94
H 0.29 0.54 -3.50
H 3.45 -1.94 -3.20
H 2.36 -1.79 -4.57
H 3.84 -0.85 -4.56
H -4.54 -2.19 1.15
H -2.82 -2.47 1.41
H -3.59 -1.01 2.08
H -2.96 -1.19 -2.09
H -2.42 -2.58 -1.12
H -4.13 -2.31 -1.35
F -0.58 -2.04 -3.62
C -0.16 -3.17 -3.02
F -1.18 -3.98 -2.90
F 0.81 -3.68 -3.72
S 0.44 -2.66 -1.28
O -0.22 -1.27 -1.27
O 1.87 -2.53 -1.22
N -0.28 -3.46 -0.16
S 0.09 -5.08 -0.25
O 0.84 -5.26 -1.47
O -1.02 -5.89 0.08
C 1.34 -5.30 1.12
F 1.14 -4.35 2.06
F 1.20 -6.48 1.67
F 2.56 -5.15 0.62
```

---

C35H41MnN6O6SSe2 as an isolated structure. Source: the Open Molecules 2025 dataset; level of theory: ωB97M-V/def2-TZVPD.

The spin multiplicity is 2. Its expectation value of S² is 1.19. Its charge is -1. The energy above the lowest of the compared OMol25 structures with the same formula, charge and spin is 0.830 eV. As for the highest occupied orbital energy (spin up / spin down): -3.90 / -3.82 eV. For the LUMO energy (spin up / spin down), the calculation gives 0.90 / 0.90 eV. Its frontier orbital gap (spin up / spin down) is 4.8 / 4.7 eV. The maximum force is 0.02483 hartree/bohr. The molar mass comes out at 886.67 g/mol.

Geometry as XYZ:
```
92
C35H41MnN6O6SSe2 ωB97M-V/def2-TZVPD
Mn 0.45 -0.03 -0.48
O 2.38 -0.16 3.69
C 1.63 0.00 2.73
O 1.66 0.86 1.81
C 0.43 -0.94 2.60
C -0.06 -1.66 3.68
C -1.26 -2.34 3.54
C -1.96 -2.25 2.35
C -1.38 -1.53 1.31
N -0.19 -0.95 1.42
C -2.13 -1.21 0.03
O -3.26 -1.64 -0.15
O -1.47 -0.43 -0.74
H 0.51 -1.65 4.60
H -1.66 -2.90 4.37
H -2.93 -2.69 2.20
C -4.07 1.08 -2.17
C -3.36 1.90 -3.24
N -3.37 1.26 -4.56
C -4.65 1.26 -5.26
C -5.30 -0.12 -5.32
C -2.32 0.76 -5.25
O -2.43 0.42 -6.42
C -0.97 0.61 -4.60
C 0.15 0.66 -5.42
C 1.39 0.39 -4.87
C 1.47 0.07 -3.53
N 0.41 0.03 -2.73
C -0.79 0.28 -3.27
H -4.03 1.59 -1.21
H -3.62 0.11 -2.02
H -5.12 0.94 -2.44
H -2.33 2.10 -2.95
H -3.84 2.87 -3.36
H -4.50 1.64 -6.28
H -5.30 1.96 -4.73
H -4.67 -0.80 -5.89
H -6.27 -0.05 -5.82
H -5.45 -0.52 -4.33
H 0.03 0.89 -6.47
H 2.29 0.40 -5.48
H 2.41 -0.21 -3.08
H -1.61 0.16 -2.58
Se 4.02 3.27 -2.24
N 5.32 2.29 -1.51
C 4.74 1.26 -0.94
C 5.42 0.22 -0.20
C 4.65 -0.75 0.34
C 3.21 -0.73 0.16
N 2.56 0.16 -0.52
C 3.30 1.20 -1.06
N 2.73 2.19 -1.70
H 6.50 0.26 -0.08
H 5.07 -1.55 0.93
H 2.63 -1.51 0.62
C -2.17 4.47 -0.90
C -1.09 4.43 0.17
S 0.31 3.45 -0.37
O -0.25 2.05 -0.44
C 1.33 3.61 1.10
C 2.19 4.86 1.04
H -3.08 4.93 -0.50
H -2.42 3.45 -1.22
H -1.86 5.04 -1.77
H -1.44 3.96 1.09
H -0.69 5.41 0.40
H 1.91 2.69 1.14
H 0.68 3.59 1.97
H 2.81 4.88 0.14
H 2.84 4.89 1.90
H 1.59 5.78 1.04
C -1.39 -7.71 1.55
C -0.81 -6.50 0.88
C -1.33 -6.00 -0.31
C -0.79 -4.89 -0.95
C -1.45 -4.39 -2.20
C 0.33 -4.25 -0.40
Se 1.09 -2.75 -1.31
C 0.85 -4.72 0.81
C 2.01 -4.04 1.48
C 0.28 -5.83 1.42
H -2.33 -8.00 1.08
H -1.59 -7.53 2.61
H -0.72 -8.57 1.48
H -2.20 -6.48 -0.74
H -2.33 -4.98 -2.43
H -0.76 -4.42 -3.05
H -1.74 -3.34 -2.09
H 1.77 -3.00 1.70
H 2.88 -4.04 0.82
H 2.26 -4.54 2.41
H 0.70 -6.18 2.36
```

---

A 4-piece molecular cluster, CH9NO3 overall. Source: the Open Molecules 2025 dataset; level of theory: ωB97M-V/def2-TZVPD.

The spin multiplicity is 1. Its charge is 0. Its SMILES is C=N.O.O.O. The energy above the lowest of the compared OMol25 structures with the same formula, charge and spin is 0.568 eV. As for the highest occupied orbital energy: -10.03 eV. For the LUMO energy, the calculation gives 0.93 eV. Its frontier orbital gap is 11.0 eV. The maximum force is 0.01850 hartree/bohr. The molar mass comes out at 83.09 g/mol.

Geometry as XYZ:
```
14
CH9NO3 ωB97M-V/def2-TZVPD
C 0.79 -0.27 2.66
N 0.49 0.00 1.47
H 1.62 0.22 3.16
H 0.26 -0.99 3.27
H -0.31 -0.52 1.08
O -1.01 -1.70 -0.19
H -0.24 -1.93 -0.72
H -1.76 -1.61 -0.77
O 0.10 2.07 -0.69
H 0.29 1.61 0.15
H 0.95 2.40 -1.00
O -0.18 -0.17 -2.44
H -0.58 0.47 -3.03
H 0.22 0.46 -1.81
```

---

A 13-piece molecular cluster, C51H72N6O7 overall. Source: the Open Molecules 2025 dataset; level of theory: ωB97M-V/def2-TZVPD.

The spin multiplicity is 1. Its charge is 0. The energy above the lowest of the compared OMol25 structures with the same formula, charge and spin is 3.100 eV. As for the highest occupied orbital energy: -8.70 eV. For the LUMO energy, the calculation gives 0.38 eV. Its frontier orbital gap is 9.1 eV. The maximum force is 0.09781 hartree/bohr. The molar mass comes out at 881.17 g/mol.

Geometry as XYZ:
```
136
C51H72N6O7 ωB97M-V/def2-TZVPD
N 6.03 -2.43 3.82
C 6.14 -1.02 4.01
C 5.42 -0.18 3.16
C 4.81 -0.66 2.01
C 4.77 -2.04 1.77
C 5.38 -2.85 2.70
H 6.76 -0.77 4.85
H 5.48 0.89 3.31
H 4.46 0.02 1.25
H 4.26 -2.48 0.92
H 5.48 -3.90 2.49
N -0.25 0.50 1.07
C 1.03 0.40 0.50
C 1.15 -0.01 -0.84
C 0.01 -0.36 -1.56
C -1.24 -0.31 -0.92
C -1.36 0.06 0.40
H 1.96 0.52 1.03
H 2.10 -0.12 -1.33
H 0.11 -0.57 -2.61
H -2.08 -0.79 -1.40
H -2.32 0.16 0.89
N 5.22 0.39 -1.08
C 6.09 -0.06 -2.01
C 7.03 0.74 -2.62
C 7.08 2.06 -2.28
C 6.18 2.62 -1.36
C 5.26 1.75 -0.86
H 6.02 -1.10 -2.30
H 7.58 0.26 -3.41
H 7.77 2.60 -2.92
H 6.13 3.66 -1.06
H 4.64 2.15 -0.07
N -2.59 4.54 3.69
C -3.63 5.19 4.31
C -4.57 4.55 5.04
C -4.46 3.14 5.11
C -3.41 2.44 4.53
C -2.49 3.22 3.80
H -3.76 6.22 4.01
H -5.32 5.01 5.66
H -5.16 2.45 5.54
H -3.22 1.38 4.63
H -1.64 2.82 3.27
N -7.17 -1.26 1.10
C -5.99 -1.90 0.71
C -5.15 -2.40 1.72
C -5.47 -2.30 3.06
C -6.66 -1.66 3.45
C -7.47 -1.19 2.46
H -5.80 -2.02 -0.35
H -4.23 -2.92 1.48
H -4.80 -2.68 3.81
H -6.87 -1.50 4.50
H -8.44 -0.73 2.59
N -1.12 -4.63 3.34
C -2.03 -4.78 2.31
C -1.74 -4.34 1.05
C -0.66 -3.45 0.84
C 0.35 -3.37 1.82
C 0.04 -3.97 3.05
H -2.95 -5.34 2.44
H -2.38 -4.56 0.21
H -0.54 -2.94 -0.10
H 1.26 -2.81 1.66
H 0.78 -3.96 3.84
C 3.31 3.46 2.39
C 2.25 3.91 1.36
O 2.46 3.76 0.11
C 0.96 4.35 1.97
H 4.13 4.17 2.48
H 3.79 2.52 2.12
H 2.89 3.44 3.40
H 1.10 5.21 2.63
H 0.50 3.57 2.58
H 0.17 4.69 1.29
C 3.42 -0.29 -7.33
C 2.16 -0.49 -6.55
O 1.90 0.15 -5.51
C 1.19 -1.46 -7.05
H 3.06 -0.04 -8.33
H 4.04 -1.15 -7.59
H 3.92 0.59 -6.93
H 1.31 -2.51 -6.81
H 0.92 -1.26 -8.09
H 0.28 -1.23 -6.50
C 0.68 -1.05 4.71
C 0.39 0.41 5.04
O -0.69 0.91 5.12
C 1.56 1.32 5.59
H 1.67 -1.21 4.27
H -0.11 -1.46 4.08
H 0.80 -1.60 5.64
H 1.21 2.33 5.81
H 2.40 1.59 4.96
H 1.82 1.16 6.64
C -3.41 -0.57 -4.71
C -2.74 -1.75 -4.07
O -1.66 -2.06 -4.55
C -3.48 -2.54 -2.99
H -3.07 0.34 -4.21
H -4.48 -0.78 -4.61
H -3.11 -0.58 -5.75
H -4.41 -3.00 -3.33
H -3.69 -1.93 -2.11
H -2.79 -3.34 -2.71
C -1.31 3.00 -2.39
C 0.00 3.49 -3.11
O 0.13 4.64 -3.47
C 1.11 2.44 -3.26
H -0.90 2.56 -1.47
H -1.79 2.22 -2.98
H -2.01 3.78 -2.09
H 0.47 1.57 -3.12
H 1.92 2.35 -2.54
H 1.61 2.56 -4.23
C -5.03 1.71 0.44
C -5.20 1.09 -0.86
O -4.18 0.74 -1.57
C -6.54 1.25 -1.45
H -5.49 2.70 0.38
H -3.99 1.66 0.75
H -5.60 1.16 1.20
H -6.44 1.10 -2.52
H -6.83 2.29 -1.26
H -7.27 0.56 -1.02
C 2.46 -4.36 -1.82
C 3.38 -3.57 -2.74
O 4.60 -3.33 -2.55
C 2.53 -2.86 -3.85
H 1.66 -4.92 -2.30
H 2.00 -3.84 -0.98
H 3.10 -5.12 -1.36
H 1.95 -2.06 -3.40
H 1.96 -3.46 -4.55
H 3.26 -2.29 -4.43
```